Entry from OMol25: 8 unconnected molecules or ions with the total composition C18H27Cl6F3O15 in a non-equilibrium geometry (ωB97M-V with the def2-TZVPD basis set).

XYZ file:
```
69
Properties=species:S:1:pos:R:3:forces:R:3:lowdin_charge:R:1
C -0.310771 5.430656 3.510483 1.286 0.660 -0.821 -0.044
O -1.694108 5.464801 3.795854 -0.137 -0.044 0.639 0.026
C -2.420850 4.436511 3.389874 0.428 -0.286 -0.685 -0.621
O -1.994960 3.470388 2.807480 -0.110 -0.147 0.082 0.089
O -3.688140 4.666055 3.687197 -0.324 0.257 0.287 0.019
C -4.602242 3.645228 3.303325 -0.497 -0.099 -0.108 -0.037
H 0.211112 6.046590 4.239832 -0.304 0.019 0.177 0.096
H -0.137974 5.892502 2.533951 -0.124 0.011 0.029 0.104
H 0.204885 4.472253 3.453138 -0.717 -0.367 0.278 0.066
H -4.720041 3.595281 2.221635 0.330 -0.082 -0.052 0.101
H -5.573741 3.927768 3.701690 0.128 0.090 0.219 0.096
H -4.297828 2.682339 3.705345 0.042 -0.054 -0.107 0.060
C -1.731202 -2.257529 -2.035341 -0.604 -0.942 0.175 -0.096
O -1.640052 -1.269205 -3.047423 -0.418 0.223 0.124 0.014
C -0.801771 -1.504130 -4.049197 0.137 -0.048 0.730 -0.629
O 0.195997 -2.167148 -3.970690 0.436 -0.438 -0.166 0.122
O -1.226251 -0.853951 -5.108893 -0.436 0.656 -0.653 0.026
C -0.306320 -0.801304 -6.198260 0.806 0.018 0.257 -0.021
H -0.794294 -2.599899 -1.601177 0.236 0.373 -0.245 0.084
H -2.275692 -3.117340 -2.438095 0.318 -0.132 -0.173 0.089
H -2.406885 -1.893041 -1.273364 0.476 0.387 0.007 -0.023
H -0.662452 -0.110568 -6.953459 -0.478 -0.142 0.062 0.096
H -0.131169 -1.799765 -6.587753 -0.042 0.005 -0.167 0.102
H 0.640922 -0.402488 -5.830688 0.075 -0.137 -0.042 0.088
C 0.086775 0.084287 2.172131 -0.749 -0.217 0.684 -0.115
C -0.501482 1.012404 1.154169 -1.175 -0.521 0.896 -0.340
O -0.385643 0.218587 -0.028556 1.420 0.822 0.009 0.093
C 0.755738 -0.555584 0.144370 -0.123 -0.327 0.198 -0.515
O 1.350954 -1.185115 -0.667691 -0.526 0.344 -0.652 0.170
O 1.087838 -0.584402 1.435769 0.493 0.072 0.477 0.103
F 0.159982 2.203685 1.182659 0.235 -0.311 -1.021 0.072
H -0.663511 -0.646307 2.490758 0.040 -0.015 -0.145 0.104
H 0.419163 0.584772 3.076411 0.611 0.056 -0.232 0.122
H -1.554602 1.215337 1.343719 0.039 0.169 -0.317 0.102
C 3.240616 -0.660369 -3.370221 0.009 -0.781 1.289 -0.067
C 3.339361 0.805770 -3.693520 -0.361 0.567 0.519 -0.283
O 4.707897 0.943480 -4.026166 -0.372 0.555 -0.073 0.139
C 5.194867 -0.267607 -4.393857 0.046 -0.663 -0.087 -0.564
O 6.250496 -0.474884 -4.884152 0.324 0.379 -0.062 0.184
O 4.293638 -1.229870 -4.140428 -0.413 -0.182 -0.312 0.083
F 3.028525 1.581261 -2.596925 0.470 -0.306 -0.140 0.048
H 2.285235 -1.175997 -3.448243 0.015 0.175 -0.926 0.113
H 3.503269 -0.851351 -2.321170 0.034 0.588 0.037 0.135
H 2.700755 1.224013 -4.478378 0.234 -0.364 -0.201 0.167
C 2.429535 -5.324548 -1.419335 0.721 -1.022 -0.147 -0.028
C 2.779379 -3.968667 -1.987477 -0.776 0.470 -0.213 -0.320
O 3.127212 -4.224895 -3.320752 0.190 -0.032 0.489 0.133
C 3.053569 -5.565632 -3.589072 0.089 0.457 -0.002 -0.551
O 3.336870 -6.020632 -4.638854 0.026 -0.408 -0.317 0.187
O 2.610053 -6.245492 -2.516558 -0.326 0.450 -0.053 0.075
F 3.802078 -3.388436 -1.284009 0.154 -0.211 -0.359 0.061
H 1.411517 -5.382919 -1.045090 0.060 -0.109 0.051 0.136
H 3.186631 -5.656337 -0.707654 -0.366 0.400 0.470 0.143
H 1.944164 -3.265390 -1.981232 0.177 0.092 0.034 0.135
C -2.567630 0.686599 5.985352 0.684 0.335 0.239 -0.945
Cl -0.952800 0.852915 6.744014 -0.345 -0.114 -0.007 0.517
Cl -2.375501 0.544610 4.228088 -0.457 -0.126 0.345 0.593
H -3.052785 -0.178337 6.419916 0.034 -0.144 -0.262 0.031
H -3.113028 1.592475 6.223531 -0.062 0.001 -0.179 0.025
C -5.073455 -1.026862 -0.204389 -0.359 0.076 0.228 -0.962
Cl -4.949087 -2.222608 -1.504682 -0.219 0.022 0.336 0.578
Cl -3.532237 -0.206419 0.139475 -0.475 0.104 -0.123 0.600
H -5.854848 -0.336210 -0.504778 0.390 0.352 -0.103 0.029
H -5.394871 -1.466314 0.734551 0.148 -0.431 -0.184 0.028
C 1.883132 2.798532 5.635062 0.218 0.414 0.061 -1.051
Cl 2.756761 2.836914 4.091518 -0.206 0.118 0.025 0.517
Cl 2.593420 1.596701 6.712097 -0.277 -0.194 0.066 0.507
H 1.985950 3.752935 6.142390 0.125 0.062 -0.220 0.026
H 0.829926 2.621906 5.441744 0.091 -0.387 0.036 -0.021
```
Forces are in eV/Å.

* LUMO energy: -0.13 eV
* gap between HOMO and LUMO: 10.7 eV
* HOMO: -10.784 eV
* maximum force: 1.66 eV Å⁻¹
* structure (SMILES): O=C1OC[C@@H](F)O1.O=C1OC[C@@H](F)O1.O=C1OC[C@@H](F)O1.COC(=O)OC.COC(=O)OC.ClCCl.ClCCl.ClCCl
* multiplicity: 1
* calculated total energy: -4891.4589 a.u.